A molecular structure, C25H30As2CuN2O3, computed with wB97M-V/def2-TZVPD.

Results
* E_tot: -7417.93159 a.u.
* orbital gap (spin up / spin down): 8.2895 / 7.8924 eV
* spin multiplicity: 2
* HOMO energy (spin up / spin down): -8.11 / -8.11 eV
* E_LUMO (spin up / spin down): 0.18 / -0.22 eV

```
63
C25H30As2CuN2O3 wB97M-V/def2-TZVPD
Cu 0.3620 -1.5432 -0.6145
N -1.5559 -2.3995 -0.6800
C -1.4620 -3.5497 -1.6128
C -0.0320 -4.0989 -1.7176
O 0.1594 -5.1606 -2.3028
N 0.8579 -3.2963 -1.1478
C 2.2782 -3.5181 -1.2489
C 3.0174 -2.2340 -0.8597
O 4.2298 -2.1834 -0.8800
O 2.2569 -1.2166 -0.5229
H -1.7599 -2.7216 0.2605
H -2.3127 -1.7781 -0.9411
H -1.7455 -3.2068 -2.6087
H -2.1361 -4.3605 -1.3372
H 2.5813 -3.7931 -2.2637
H 2.6264 -4.3230 -0.5959
C -0.6222 0.7308 -4.2660
As 0.5051 -0.0290 -2.8582
C 1.6827 -1.1268 -3.9549
C 1.6914 1.4835 -2.5464
H -0.0037 1.1706 -5.0485
H -1.2673 1.5013 -3.8453
H -1.2435 -0.0519 -4.7003
H 1.9582 -0.5949 -4.8656
H 1.1871 -2.0627 -4.2106
H 2.5828 -1.3502 -3.3835
H 2.1759 1.7822 -3.4761
H 2.4463 1.1744 -1.8238
H 1.1248 2.3226 -2.1431
C -1.0939 4.3984 -1.0704
C -1.7817 3.2460 -1.4297
C -1.5072 2.0495 -0.7859
C -0.5588 1.9993 0.2339
C 0.1240 3.1546 0.5927
C -0.1428 4.3508 -0.0623
As -0.1615 0.2779 1.0254
C -1.7706 -0.0907 2.0476
C -1.8488 -1.3393 2.6638
C -2.9682 -1.6872 3.4038
C -4.0231 -0.7914 3.5264
C -3.9502 0.4509 2.9150
C -2.8257 0.8036 2.1777
C 1.1012 0.7252 2.4153
C 2.4521 0.4746 2.1914
C 3.3801 0.8249 3.1647
C 2.9632 1.4136 4.3490
C 1.6130 1.6547 4.5723
C 0.6801 1.3107 3.6066
H -1.2987 5.3313 -1.5792
H -2.5249 3.2794 -2.2164
H -2.0325 1.1474 -1.0834
H 0.8697 3.1236 1.3773
H 0.3968 5.2464 0.2172
H -1.0222 -2.0387 2.5778
H -3.0179 -2.6557 3.8845
H -4.8991 -1.0621 4.1011
H -4.7679 1.1531 3.0143
H -2.7731 1.7789 1.7098
H 2.7717 -0.0056 1.2732
H 4.4303 0.6270 2.9943
H 3.6901 1.6800 5.1056
H 1.2871 2.1077 5.4997
H -0.3736 1.4947 3.7824
```